(1)
The following is a quantum chemistry calculation of a structure of composition C24H38CoF5N7OSSi, from the OMol25 dataset.

As for the LUMO energy: -3.05 eV. The value obtained for the energy above the lowest of the compared OMol25 structures with the same formula, charge and spin is 9.8 kcal per mole. Its total energy is -3965.54238 Eh. As for the charge: +1. The calculation puts the highest occupied orbital energy at -10.10 eV. Its spin multiplicity is 1.

```
78
Properties=species:S:1:pos:R:3:forces:R:3
Co -0.160 -0.628 0.565 0.04 -0.15 0.02
S -0.530 3.292 -3.506 -0.04 0.11 0.17
Si -1.899 -0.634 -2.364 0.00 0.00 -0.07
F 1.203 -3.601 1.376 -0.03 0.00 0.03
F 0.117 -3.837 -0.491 0.02 -0.02 -0.03
F 1.395 -1.529 -1.428 0.03 -0.07 0.01
F 2.275 -3.825 -0.485 0.00 -0.01 -0.01
F 2.372 -1.354 0.516 0.06 -0.02 -0.04
O 0.425 0.071 2.326 -0.10 0.02 -0.09
N -1.135 0.926 -2.632 -0.11 -0.03 -0.08
N -1.305 -2.020 1.205 0.16 -0.04 0.01
N 0.815 0.857 -0.213 0.00 -0.03 0.00
N -1.382 -1.131 -0.777 -0.07 0.02 0.16
N 2.574 0.624 2.805 0.00 0.02 -0.03
N -1.631 1.833 -1.673 0.01 0.14 0.05
N -1.582 4.111 -1.127 -0.07 0.02 -0.07
C -2.990 -2.985 -0.183 -0.01 0.00 -0.03
C 0.793 1.379 5.092 0.01 0.00 0.00
C -1.366 3.039 -1.976 0.08 -0.08 0.00
C 0.802 2.002 3.668 -0.01 0.00 0.02
C 2.069 0.634 5.531 0.01 0.00 0.01
C 2.335 -0.728 4.855 -0.01 0.00 0.00
C -1.322 -1.892 -3.606 0.00 0.01 0.01
C -2.599 -3.766 2.075 0.00 0.01 0.00
C 1.649 1.561 -0.548 -0.04 -0.02 -0.14
C -2.261 1.590 -4.763 0.01 0.01 0.03
C -0.768 -2.748 3.476 0.01 -0.02 -0.01
C -0.968 1.562 -3.951 0.10 -0.08 -0.07
C 2.397 3.883 -1.093 -0.03 0.00 -0.01
C -3.289 -3.830 0.864 -0.01 0.01 0.02
C -3.756 -0.434 -2.380 0.01 0.04 0.00
C 2.758 2.401 -0.984 0.05 0.03 0.13
C -1.580 -2.847 2.223 -0.09 0.08 0.00
C -1.964 -2.058 0.020 0.05 0.04 0.01
C 0.171 0.944 -4.766 0.00 -0.02 0.01
C 1.190 -3.289 0.073 -0.02 0.00 0.04
C 1.223 -1.757 -0.104 -0.09 0.21 -0.03
C 2.956 -0.656 3.447 -0.01 -0.03 0.01
C 1.243 0.873 2.800 0.04 -0.05 0.11
C 1.509 0.849 -4.047 0.00 0.02 -0.03
H -4.309 -1.247 -1.912 0.02 -0.02 -0.01
H -0.142 -1.861 3.454 -0.02 -0.02 -0.01
H 4.043 -0.671 3.485 0.00 0.01 0.00
H -3.072 2.025 -4.178 0.01 -0.01 0.00
H -1.850 4.961 -1.602 0.01 0.00 0.01
H 2.635 -1.483 2.821 0.01 0.01 0.01
H -3.498 -3.059 -1.132 0.00 0.00 0.01
H -2.133 2.182 -5.670 0.01 0.00 0.00
H 2.995 -1.318 5.492 0.00 -0.01 0.00
H 0.276 1.530 -5.682 0.00 0.00 -0.01
H -4.012 0.487 -1.852 0.01 -0.01 0.00
H 3.100 1.996 -1.937 -0.01 0.01 -0.02
H 0.595 2.186 5.798 0.00 0.00 -0.01
H -4.115 -0.342 -3.407 -0.01 -0.01 -0.01
H -0.130 -3.626 3.574 0.01 0.00 0.02
H 3.288 4.443 -1.368 0.00 0.01 0.01
H -2.227 3.884 -0.382 0.05 -0.02 0.02
H -1.607 -1.669 -4.634 -0.02 0.01 -0.01
H 1.390 -1.275 4.812 0.02 0.01 0.00
H 1.517 2.826 3.625 0.00 0.00 0.00
H -0.053 0.691 5.154 0.00 0.00 0.00
H 3.562 2.245 -0.260 0.00 -0.03 0.00
H -0.240 -2.027 -3.557 0.00 0.01 -0.02
H -1.418 -2.709 4.351 -0.01 0.00 -0.01
H -4.073 -4.566 0.740 0.00 -0.01 0.00
H 2.240 0.339 -4.674 0.00 0.00 0.00
H 1.639 4.035 -1.857 -0.02 0.01 0.00
H -0.187 2.360 3.392 0.00 0.00 0.00
H 1.896 1.847 -3.824 -0.02 -0.05 -0.02
H 2.943 1.290 5.440 0.00 0.00 0.00
H 2.020 4.268 -0.147 0.01 0.00 -0.01
H 1.411 0.296 -3.112 -0.01 0.01 -0.03
H -0.151 -0.047 -5.087 0.00 -0.02 0.01
H 1.964 0.449 6.600 0.00 0.00 0.00
H -2.540 0.574 -5.052 0.00 -0.01 -0.02
H -1.781 -2.852 -3.350 0.02 -0.01 0.02
H 3.085 1.388 3.226 0.00 0.01 -0.01
H -2.841 -4.433 2.890 0.00 -0.01 0.00
```
Forces are in eV/Å.

=====

(2)
The following is a quantum chemistry calculation of a cluster of 2 separate species, C16H25N2O7 in total at a distorted geometry, from the OMol25 dataset.

As for the LUMO energy: 2.78 eV. The value obtained for the energy above the lowest of the compared OMol25 structures with the same formula, charge and spin is 47.7 kcal per mole. Its total energy is -1260.78033 Eh. As for the charge: -1. The calculation puts the highest occupied orbital energy at -2.27 eV. Its spin multiplicity is 1.

```
50
Properties=species:S:1:pos:R:3:forces:R:3
O -1.201 -2.563 0.434 -0.07 -0.84 -0.36
O 0.192 -5.736 -2.570 -0.69 -0.30 -0.22
O 1.043 -1.943 1.831 0.56 0.17 0.27
O 0.407 -7.018 -0.722 -0.65 -0.95 -0.25
O -0.703 -3.374 -1.639 -1.01 0.28 0.81
O 3.171 -2.464 1.223 0.47 0.67 1.21
O 2.074 -3.278 -2.328 0.16 1.05 -0.72
N 1.557 -3.914 0.662 -0.18 3.88 4.54
N 0.482 -4.152 0.087 -0.50 -0.38 0.40
C -2.239 -1.601 -2.237 -0.08 0.79 0.10
C 0.762 -5.981 -1.524 3.61 1.58 -0.23
C 4.207 -5.172 -0.089 0.11 0.02 0.20
C 2.896 -5.991 -0.037 -0.37 0.08 -0.02
C 1.839 -2.675 1.283 -0.97 -0.12 -0.88
C 3.874 -2.002 3.524 -0.06 -0.45 0.53
C -0.524 -9.218 -0.691 -0.01 -0.22 0.08
C 4.088 -4.137 -1.215 0.32 0.27 -0.28
C -0.498 -7.902 -1.407 0.11 0.45 0.23
C 4.977 -0.944 1.523 0.40 0.05 -0.27
C 1.971 -5.295 -0.992 -0.29 -2.30 -4.91
C 3.696 -1.431 2.153 -0.65 -0.17 -1.28
C -2.179 -3.820 -3.413 0.01 -0.23 -0.62
C -0.530 -3.235 -0.319 0.06 0.83 -0.25
C 2.626 -4.130 -1.671 -0.68 -3.11 1.42
C -2.065 -3.076 -2.112 0.52 -0.64 0.21
H -3.238 -1.355 -2.620 0.15 -0.07 0.03
H 4.464 -1.319 4.144 -0.13 -0.01 -0.04
H -1.483 -7.424 -1.432 0.02 -0.17 -0.12
H -0.845 -9.113 0.346 0.02 -0.02 0.02
H 2.450 -5.963 0.969 0.40 -0.35 -0.19
H 4.347 -4.679 0.879 0.12 -0.04 -0.26
H 5.071 -5.816 -0.283 -0.08 -0.01 0.22
H 4.397 -3.132 -0.904 -0.11 -0.15 -0.09
H 3.071 -7.038 -0.321 -0.11 0.08 0.05
H 2.952 -0.629 2.166 0.11 -0.08 0.07
H -0.150 -8.037 -2.435 -0.15 0.10 0.07
H 5.661 -1.783 1.318 -0.24 0.23 0.05
H 4.768 -0.419 0.581 0.09 -0.21 0.19
H 5.490 -0.246 2.196 -0.12 -0.10 -0.10
H -1.486 -1.203 -2.924 -0.10 0.02 0.10
H 4.413 -2.957 3.476 -0.11 0.14 -0.01
H 0.464 -9.681 -0.718 0.00 0.01 0.11
H -2.788 -3.480 -1.389 0.29 0.05 0.04
H -1.216 -9.878 -1.215 -0.08 -0.12 0.08
H 4.729 -4.421 -2.068 -0.28 0.14 0.11
H -2.116 -1.151 -1.247 -0.03 0.09 -0.30
H 2.900 -2.159 4.001 0.23 -0.06 -0.07
H -3.187 -3.700 -3.833 0.15 0.06 0.09
H -1.979 -4.887 -3.267 0.08 0.26 -0.04
H -1.444 -3.427 -4.136 -0.25 -0.21 0.27
```
Forces are in eV/Å.